1.
ORCA calculation (wB97M-V/def2-TZVPD) on a molecular structure, C38H41BCl2N2O3PW.

Each line ends with the Löwdin charge.
Cartesian coordinates (Å):
1 W -0.7115 0.2042 0.6390  1.358
2 C 3.8437 -0.0152 5.1348  -0.063
3 C 3.9518 -1.2262 4.4668  -0.064
4 C 3.3652 -1.3925 3.2189  -0.078
5 C 2.6626 -0.3394 2.6370  -0.351
6 C 2.5682 0.8829 3.3070  -0.116
7 C 3.1577 1.0413 4.5505  -0.058
8 P 1.8659 -0.4254 1.0132  1.061
9 C 2.2478 -2.0603 0.2962  -0.330
10 C 2.8616 -2.1694 -0.9505  -0.099
11 C 3.0989 -3.4158 -1.5150  -0.066
12 C 2.7313 -4.5698 -0.8409  -0.065
13 C 2.1296 -4.4749 0.4068  -0.060
14 C 1.8904 -3.2317 0.9710  -0.118
15 C 2.6794 0.7966 -0.0068  -0.331
16 C 4.0407 0.7717 -0.1982  -0.076
17 C 4.6704 1.7814 -0.9394  -0.051
18 C 3.9205 2.8336 -1.3879  -0.009
19 C 2.5350 2.9256 -1.1266  -0.154
20 C 1.8392 4.1220 -1.4315  -0.013
21 C 0.5571 4.2674 -1.0046  -0.048
22 C -0.1102 3.1885 -0.3869  -0.117
23 C 0.4431 1.9446 -0.1804  -0.236
24 C 1.8599 1.8594 -0.4692  -0.179
25 H 4.3029 0.1094 6.1068  0.112
26 H 4.5044 -2.0443 4.9099  0.111
27 H 3.4799 -2.3357 2.7027  0.097
28 H 2.0405 1.7117 2.8537  0.076
29 H 3.0823 1.9920 5.0613  0.114
30 H 3.1593 -1.2794 -1.4870  0.096
31 H 3.5799 -3.4811 -2.4823  0.116
32 H 2.9210 -5.5407 -1.2796  0.114
33 H 1.8535 -5.3719 0.9466  0.114
34 H 1.4480 -3.1797 1.9573  0.085
35 H 4.6293 -0.0304 0.2343  0.121
36 H 5.7366 1.7454 -1.1161  0.113
37 H 4.3920 3.6524 -1.9190  0.122
38 H 2.3629 4.9211 -1.9416  0.120
39 H 0.0249 5.1995 -1.1480  0.113
40 H -1.1206 3.3885 -0.0617  0.087
41 Cl -0.7185 1.4250 2.6510  0.242
42 C -2.8524 0.0107 1.2659  -0.700
43 Cl -3.8190 -1.0172 0.1439  0.589
44 H -3.3935 0.9388 1.3899  0.009
45 H -2.8580 -0.5093 2.2198  0.002
46 N -1.0534 -6.2325 4.8676  0.201
47 C -1.0236 -5.2667 4.2491  -0.150
48 C -0.9676 -4.0612 3.4700  -0.196
49 C -1.3932 -4.0528 2.1504  0.030
50 C -1.2985 -2.8778 1.4310  -0.123
51 N -0.8156 -1.7470 1.9519  -0.086
52 C -0.4245 -1.7536 3.2329  -0.144
53 C -0.4773 -2.8833 4.0221  0.027
54 H -1.7921 -4.9437 1.6867  0.137
55 H -1.6224 -2.8308 0.4046  0.075
56 H -0.0588 -0.8162 3.6301  0.062
57 H -0.1408 -2.8454 5.0483  0.137
58 C -4.2110 0.9789 -3.0911  -0.010
59 C -3.1819 1.9917 -2.6121  -0.426
60 C -2.5921 2.7241 -3.8042  0.002
61 O -2.1026 1.2348 -1.9935  0.065
62 B -2.1110 1.4571 -0.6456  -0.783
63 O -3.0384 2.3816 -0.2634  0.057
64 C -3.6882 2.9268 -1.4462  -0.427
65 C -3.2489 4.3778 -1.5751  -0.002
66 C -5.1856 2.8737 -1.1977  0.001
67 H -3.7402 0.3166 -3.8191  0.095
68 H -5.0502 1.4739 -3.5806  0.099
69 H -4.5884 0.3734 -2.2689  0.061
70 H -2.2383 1.9935 -4.5322  0.095
71 H -1.7493 3.3505 -3.5167  0.088
72 H -3.3466 3.3463 -4.2881  0.102
73 H -2.1755 4.4723 -1.7346  0.064
74 H -3.5099 4.9058 -0.6580  0.104
75 H -3.7609 4.8632 -2.4072  0.102
76 H -5.5186 1.8636 -0.9656  0.088
77 H -5.7353 3.2366 -2.0675  0.101
78 H -5.4271 3.5156 -0.3506  0.099
79 C -0.5215 -2.8804 -2.1315  -0.015
80 C -0.7677 -1.3888 -2.1418  -0.394
81 C 0.2127 -0.6100 -2.9857  -0.009
82 O -0.6829 -0.8781 -0.7765  -0.353
83 H -0.4985 -3.2326 -3.1636  0.102
84 H -1.3191 -3.4215 -1.6223  0.080
85 H 0.4381 -3.1163 -1.6691  0.062
86 H -1.7908 -1.1538 -2.4316  0.135
87 H 1.2370 -0.8680 -2.7203  0.073
88 H 0.0515 0.4601 -2.8596  0.081
89 H 0.0559 -0.8611 -4.0355  0.102

Properties
Relative energy (zero: lowest compared OMol25 entry of this formula, charge and spin), kJ/mol: 53.59
Net charge: +1
HOMO-LUMO gap, eV: 7.08
Lowest unoccupied orbital energy, eV: -3.729
HOMO energy, eV: -10.81

2.
ORCA calculation (wB97M-V/def2-TZVPD) on a molecular structure, C38H41BCrN2O6P2STe.

Each line ends with the Löwdin charge.
Cartesian coordinates (Å):
1 Cr -0.8712 -0.8153 -0.7721  0.248
2 O -0.1102 1.3253 -0.1277  -0.413
3 P 0.1104 2.0673 1.1528  0.711
4 C -0.0454 0.9391 2.5899  -0.280
5 P -1.7212 0.2758 2.5079  0.724
6 O -2.1231 -0.0997 1.1270  -0.409
7 C -2.8247 1.4960 3.2192  -0.272
8 C -2.5684 2.1678 4.4172  -0.106
9 C -3.4531 3.1271 4.8820  -0.114
10 C -4.5931 3.4404 4.1517  -0.110
11 C -4.8493 2.7764 2.9550  -0.098
12 C -3.9722 1.8138 2.4893  -0.073
13 C -1.7255 -1.2059 3.5607  -0.238
14 C -2.1085 -2.3935 2.9417  -0.055
15 C -2.1238 -3.5754 3.6725  -0.077
16 C -1.7527 -3.5781 5.0082  -0.107
17 C -1.3660 -2.3939 5.6258  -0.107
18 C -1.3548 -1.2111 4.9028  -0.084
19 C 1.8715 2.5481 1.2529  -0.233
20 C 2.8290 1.5360 1.1725  -0.064
21 C 4.1790 1.8550 1.1617  -0.093
22 C 4.5822 3.1827 1.2321  -0.113
23 C 3.6320 4.1917 1.2975  -0.102
24 C 2.2782 3.8752 1.3008  -0.077
25 C -0.9043 3.4398 1.4983  -0.341
26 C -1.9608 3.8155 0.6223  -0.116
27 C -2.7780 4.8762 0.9140  -0.144
28 C -2.5879 5.6450 2.0985  -0.151
29 C -1.5483 5.2851 2.9639  -0.164
30 C -0.7202 4.2165 2.6980  -0.160
31 H 0.1345 1.4825 3.5213  0.068
32 H 0.6594 0.1114 2.4746  0.046
33 H -1.6691 1.9604 4.9866  0.088
34 H -3.2326 3.6559 5.8020  0.094
35 H -5.2719 4.2067 4.5057  0.087
36 H -5.7219 3.0311 2.3664  0.097
37 H -4.1445 1.3078 1.5466  0.112
38 H -2.3858 -2.3845 1.8896  0.061
39 H -2.4215 -4.4949 3.1832  0.106
40 H -1.7616 -4.5035 5.5727  0.090
41 H -1.0706 -2.3948 6.6684  0.090
42 H -1.0485 -0.2916 5.3892  0.093
43 H 2.5025 0.5010 1.0883  0.083
44 H 4.9170 1.0647 1.0867  0.097
45 H 5.6375 3.4300 1.2213  0.089
46 H 3.9419 5.2292 1.3390  0.091
47 H 1.5304 4.6579 1.3404  0.097
48 H -2.1193 3.2317 -0.2778  0.103
49 H -3.5803 5.1263 0.2279  0.082
50 H -3.2318 6.4854 2.3267  0.063
51 H -1.3923 5.8513 3.8784  0.087
52 H 0.0730 3.9718 3.3994  0.088
53 C 2.7764 -2.9189 -2.4820  -0.055
54 N 3.1716 -1.5123 -2.6173  -0.235
55 C 3.5506 -0.9477 -1.3236  -0.115
56 C 2.2076 -0.7622 -3.3340  -0.714
57 S 1.0537 0.1547 -2.5802  0.838
58 N 2.3251 -0.8705 -4.6834  -0.185
59 C 3.3671 -1.6248 -5.3473  -0.064
60 C 1.3312 -0.3235 -5.5854  -0.071
61 H 1.8978 -3.0317 -1.8379  0.088
62 H 3.6154 -3.4780 -2.0608  0.083
63 H 2.5274 -3.3401 -3.4555  0.066
64 H 4.4264 -1.4981 -0.9660  0.083
65 H 2.7579 -1.0145 -0.5757  0.046
66 H 3.8188 0.1003 -1.4473  0.076
67 H 4.1928 -1.7950 -4.6645  0.080
68 H 3.7141 -1.0530 -6.2131  0.081
69 H 2.9807 -2.5845 -5.7104  0.079
70 H 0.4663 0.0042 -5.0202  0.045
71 H 1.0272 -1.0941 -6.2973  0.075
72 H 1.7469 0.5309 -6.1324  0.090
73 O -1.7754 -1.3759 -3.9905  0.002
74 B -1.2915 -1.9375 -2.6985  -1.113
75 O -0.3342 -2.9975 -3.1251  0.008
76 C -0.3825 -3.0801 -4.4566  -0.255
77 C 0.3141 -3.9241 -5.2979  -0.036
78 C 0.0861 -3.8192 -6.6819  -0.148
79 C -0.8214 -2.9026 -7.1851  -0.150
80 C -1.5235 -2.0375 -6.3295  -0.031
81 C -1.2782 -2.1225 -4.9745  -0.276
82 H 0.9993 -4.6591 -4.8913  0.103
83 H 0.6174 -4.4790 -7.3593  0.079
84 H -0.9928 -2.8486 -8.2548  0.080
85 H -2.2259 -1.3065 -6.7115  0.108
86 C 1.0654 -3.9446 1.5839  -0.104
87 O 0.2895 -3.2492 0.6153  -0.153
88 C 0.4326 -1.8811 0.5364  -0.428
89 O 1.2788 -1.3590 1.2626  -0.100
90 H 0.4860 -4.8148 1.8912  0.077
91 H 1.2840 -3.3159 2.4455  0.074
92 H 2.0101 -4.2814 1.1453  0.078
93 Te -2.9570 -2.4637 -1.2425  0.606

Properties
Spin multiplicity: 5
Net charge: -2
HOMO-LUMO gap (spin up / spin down), eV: 3.63 / 4.00
Lowest unoccupied orbital energy (spin up / spin down), eV: 4.295 / 4.298
HOMO energy (spin up / spin down), eV: 0.66 / 0.29

no.,DFT total energy (eV)
1,-86028.50235
2,-121144.05521